P:
Density functional theory data (ωB97M-V/def2-TZVPD) for the ion CH5NO4P with charge -1.

Geometry (Å):
P -1.0693 -0.2441 -0.1571
O 0.4658 1.7308 0.6745
O -2.1100 0.2063 0.8085
O -1.0185 0.0868 -1.6035
O -0.8531 -1.8552 0.1146
N 1.6942 -0.0233 -0.5456
C 0.5367 0.4385 0.5507
H 1.0933 0.0622 1.3761
H 1.3802 0.5615 -1.3293
H -0.0960 2.1305 0.0296
H -1.3203 -2.1356 0.8764
H 1.2970 -0.9586 -0.7950

Calculated values
Orbital gap = 8.58 eV
HOMO level = -4.6 eV
Net charge = -1
SMILES string = N[C@@H](O)[P@](=O)([O-])O

The molecule's Mulliken atomic charges, reported in e, are given here:
1. P 0.758
2. O -0.510
3. O -0.759
4. O -0.699
5. O -0.537
6. N -0.838
7. C 0.002
8. H 0.343
9. H 0.272
10. H 0.365
11. H 0.298
12. H 0.305

=====

Q:
Density functional theory data (ωB97M-V/def2-TZVPD) for a cluster of 3 separate species, CH5NO4P in total.

Geometry (Å):
P -0.0239 0.2165 -0.1575
O -0.3699 -0.6593 0.9978
O -1.0063 0.6284 -1.2158
O 1.3954 0.5762 -0.3446
O -0.4963 2.8670 0.8120
N 0.7698 -2.0701 -1.4400
C -0.8598 1.9384 1.4744
H 1.6945 -1.6524 -1.3559
H -0.2684 1.3987 2.1947
H 0.8663 -3.0528 -1.2521
H -1.8135 1.4071 1.1171
H 0.1121 -1.5976 -0.8302

Calculated values
Orbital gap = 9.20 eV
HOMO level = -5.2 eV
Net charge = -1

The molecule's Mulliken atomic charges, reported in e, are given here:
1. P 1.018
2. O -0.677
3. O -0.634
4. O -0.690
5. O -0.381
6. N -0.742
7. C -0.200
8. H 0.265
9. H 0.281
10. H 0.204
11. H 0.257
12. H 0.299

=====

Of them, Q has the lowest stability.